[1]
{"formula": "C5H21NO6", "method": "ωB97M-V/def2-TZVPD", "smiles": "C=CC/C=C/N.O.O.O.O.O.O", "homo_ev": -8.2, "homo_lumo_gap_ha": 0.3140, "species": ["C", "C", "N", "C", "C", "C", "H", "H", "H", "H", "H", "H", "H", "H", "H", "H", "H", "O", "H", "H", "O", "H", "H", "O", "H", "H", "O", "H", "H", "O", "H", "H", "O"], "coordinates": [[1.383, 0.729, -0.778], [1.853, 0.084, 0.330], [1.526, 0.701, 1.584], [1.909, 0.622, -2.187], [0.866, -0.185, -2.800], [-0.194, 0.246, -3.465], [0.436, 1.292, -0.735], [2.785, -0.486, 0.329], [1.278, 0.080, 2.378], [1.081, 1.594, 1.715], [2.870, 0.127, -2.089], [2.175, 1.547, -2.696], [1.149, -1.258, -2.902], [-0.996, -0.234, -4.008], [-0.388, 1.368, -3.632], [-1.586, 3.171, -0.839], [-2.319, 1.892, -1.283], [-2.293, 2.855, -1.407], [-1.593, -0.018, -0.160], [-1.939, -0.793, -1.387], [-2.013, 0.132, -0.974], [-0.220, -2.950, 0.954], [-0.605, -1.728, 1.718], [-1.049, -2.491, 1.355], [-2.584, 2.817, 2.228], [-3.026, 1.401, 2.241], [-2.324, 1.953, 2.593], [2.369, -2.876, -0.023], [1.092, -2.052, -0.063], [1.372, -2.936, 0.152], [-0.197, -0.988, 4.139], [0.704, -2.126, 3.834], [0.549, -1.223, 3.578]], "atomic_forces_ev_per_a": [[0.1, -0.2, 0.6], [-0.5, 3.9, 0.0], [0.1, -2.4, 1.3], [0.8, 0.1, 1.6], [0.0, -2.3, -3.0], [-0.6, 3.0, -0.7], [0.6, -0.1, 0.4], [-0.3, -0.1, 0.0], [0.5, 0.5, -1.0], [-0.1, 0.0, -1.0], [0.1, -0.6, -0.4], [-0.6, 0.4, 0.2], [-0.7, 0.6, 0.6], [0.4, -1.1, 0.3], [0.6, -1.5, 0.8], [0.0, 0.0, 0.0], [0.1, 0.1, -0.1], [-0.1, 0.2, 0.0], [0.9, -0.2, 2.0], [-0.3, 2.2, 0.6], [-0.8, -2.2, -2.3], [-2.2, 0.6, 1.0], [0.0, 0.6, 0.6], [1.9, -1.3, -1.4], [0.3, -0.2, 0.3], [-0.1, -0.4, 0.0], [-0.2, 0.6, -0.4], [-2.2, -0.4, 0.5], [-0.3, 0.9, -0.4], [2.7, -0.5, -0.5], [-0.1, 0.3, 0.0], [0.3, -0.7, -0.1], [-0.3, 0.3, 0.3]], "mulliken_charge": [0.1118, -0.4956, -0.4587, -0.8757, 0.0783, -0.8703, 0.0698, 0.5314, 0.1972, 0.2348, 0.3371, 0.3893, 0.2713, 0.3724, 0.1593, 0.2787, 0.3867, -0.6223, 0.2718, 0.3412, -0.6515, 0.4551, 0.2523, -0.6867, 0.3101, 0.3162, -0.6280, 0.3513, 0.3636, -0.7300, 0.3003, 0.2962, -0.6572]}



[2]
{"formula": "C3H8N2S", "method": "ωB97M-V/def2-TZVPD", "smiles": "C=NSCCN", "homo_ev": -8.6, "homo_lumo_gap_ha": 0.3456, "species": ["C", "C", "C", "H", "H", "H", "H", "H", "H", "H", "H", "N", "N", "S"], "coordinates": [[-1.966, 0.049, -0.252], [-1.053, -1.000, 0.440], [2.433, 0.834, -0.005], [-1.889, 2.146, -0.659], [-0.661, 1.642, 0.270], [-2.954, -0.123, 0.086], [-1.974, -0.162, -1.350], [-0.987, -0.797, 1.511], [-1.353, -1.996, 0.250], [3.118, 0.181, -0.443], [2.723, 1.925, 0.180], [-1.651, 1.432, 0.070], [1.181, 0.559, 0.255], [0.674, -1.003, -0.202]], "atomic_forces_ev_per_a": [[1.1, -0.4, -1.0], [1.0, 2.4, -0.3], [-3.3, 2.8, 1.4], [-0.1, -1.4, 0.8], [-0.7, -0.8, -0.1], [-1.2, -0.4, 0.4], [0.2, 0.1, 0.6], [-0.1, -0.2, 0.0], [-0.6, -1.0, -0.1], [1.1, -1.2, -0.7], [-0.2, -1.7, -0.1], [0.8, 1.8, -0.4], [2.5, 0.0, -0.6], [-0.5, 0.1, 0.3]], "mulliken_charge": [-0.4214, -0.6694, -0.3287, 0.2259, 0.3386, 0.3144, 0.2558, 0.3427, 0.3748, 0.2733, 0.2137, -0.5965, -0.2751, -0.0482]}



[3]
{"formula": "C4H10N2S", "method": "ωB97M-V/def2-TZVPD", "homo_ev": -8.5, "homo_lumo_gap_ha": 0.3086, "species": ["C", "C", "C", "C", "H", "H", "H", "H", "H", "H", "H", "H", "H", "H", "N", "N", "S"], "coordinates": [[-1.843, -1.049, -0.424], [-0.776, -0.596, 0.737], [0.946, 1.246, -0.677], [1.883, 0.805, 0.456], [-1.139, -0.732, -1.285], [-1.907, -2.281, -0.932], [-2.693, -0.392, -0.646], [-0.978, -0.962, 1.908], [0.286, -1.061, 0.567], [-1.759, 1.255, 1.210], [1.085, 1.368, -1.885], [2.999, 1.253, 0.316], [1.479, 0.942, 1.494], [1.113, -1.253, -1.105], [-0.705, 0.894, 0.831], [-0.408, 1.349, -0.562], [2.416, -0.787, -0.003]], "atomic_forces_ev_per_a": [[3.7, -2.1, -2.9], [-0.9, -1.8, 2.8], [-4.8, 1.2, -2.3], [2.1, 2.4, -1.2], [-1.2, -0.2, 0.7], [-0.3, 3.6, 2.6], [-0.1, -0.6, 0.8], [0.0, 0.8, -3.1], [-2.6, 1.1, 0.1], [3.6, -1.1, -2.0], [1.0, -0.2, 3.3], [-2.9, 0.1, 0.6], [0.3, -0.2, -1.4], [3.1, 1.0, 2.5], [-3.5, 0.3, 0.1], [4.3, -0.6, 2.2], [-1.8, -3.6, -3.0]], "mulliken_charge": [-0.7861, -0.2020, -0.2481, -0.2260, 0.1644, 0.2830, 0.3169, 0.2821, -0.0681, 0.3205, 0.3429, 0.2904, 0.3514, 0.1763, -0.3206, -0.4093, -0.2677]}



[4]
{"formula": "C4H7NO2", "method": "ωB97M-V/def2-TZVPD", "smiles": "C/C(=N\\O)[C@H]1CO1", "homo_ev": -9.8, "homo_lumo_gap_ha": 0.3975, "species": ["C", "C", "N", "O", "C", "C", "O", "H", "H", "H", "H", "H", "H", "H"], "coordinates": [[-0.069, 0.268, -1.700], [0.271, -0.201, -0.314], [1.414, -0.170, 0.248], [2.406, 0.318, -0.586], [-0.867, -0.622, 0.557], [-0.991, -0.056, 1.902], [-1.754, 0.473, 0.830], [0.732, 0.070, -2.415], [-0.999, -0.193, -2.051], [-0.239, 1.350, -1.669], [3.178, 0.307, -0.005], [-1.336, -1.570, 0.269], [-1.580, -0.538, 2.680], [-0.167, 0.563, 2.256]], "atomic_forces_ev_per_a": [[0.1, 0.0, -0.1], [0.2, 0.1, 0.2], [-0.6, -0.1, -0.1], [0.3, 0.1, 0.0], [0.0, 0.0, -0.1], [0.2, -0.2, 0.3], [-0.1, -0.1, -0.2], [-0.1, 0.0, 0.1], [0.2, 0.0, 0.1], [0.0, -0.1, 0.0], [-0.1, 0.0, -0.2], [-0.1, 0.3, 0.3], [0.1, -0.1, -0.2], [-0.2, 0.0, -0.1]], "mulliken_charge": [-1.1469, 0.5180, -0.4969, -0.3890, 0.0959, -0.4121, -0.4215, 0.3959, 0.3523, 0.2718, 0.3663, 0.3577, 0.2650, 0.2437]}



[5]
{"formula": "C7H12", "method": "ωB97M-V/def2-TZVPD", "homo_ev": -8.3, "homo_lumo_gap_ha": 0.3207, "species": ["C", "C", "C", "C", "C", "C", "C", "H", "H", "H", "H", "H", "H", "H", "H", "H", "H", "H", "H"], "coordinates": [[-0.768, -2.920, -0.788], [0.188, -1.731, -0.764], [-0.259, -0.562, 0.011], [0.858, 0.183, 0.615], [0.638, 1.667, 0.830], [0.003, 2.447, -0.286], [-0.753, 2.203, 0.988], [-0.481, -3.651, -1.551], [-1.790, -2.581, -0.979], [-0.759, -3.428, 0.182], [1.240, -2.045, -0.627], [0.160, -1.223, -1.754], [-1.556, 1.473, 0.949], [1.861, -0.018, 0.194], [0.844, -0.348, 1.595], [1.427, 2.169, 1.388], [0.365, 3.447, -0.503], [-0.307, 1.876, -1.160], [-0.909, 3.042, 1.660]], "atomic_forces_ev_per_a": [[-0.1, -0.1, 0.0], [0.0, 0.0, 0.1], [0.4, -0.1, 0.0], [-0.1, 0.0, -0.1], [0.1, 0.0, 0.1], [0.0, 0.1, -0.2], [-0.1, 0.0, 0.1], [0.0, 0.1, 0.1], [0.1, -0.1, 0.0], [0.0, 0.1, -0.1], [-0.1, 0.1, 0.1], [0.0, 0.0, 0.1], [0.1, 0.1, 0.0], [-0.2, 0.0, 0.0], [0.0, 0.0, -0.1], [-0.1, -0.1, -0.1], [-0.1, -0.1, 0.1], [0.0, 0.1, 0.2], [0.1, -0.1, -0.1]], "mulliken_charge": [-1.1859, -0.2254, -0.4138, -0.3751, -0.0669, -0.6172, -0.5237, 0.3614, 0.3103, 0.3150, 0.3170, 0.1866, 0.2065, 0.3565, 0.2429, 0.3909, 0.2689, 0.1868, 0.2652]}



[6]
{"formula": "C15H60O15", "method": "ωB97M-V/def2-TZVPD", "total_charge": 1, "homo_ev": [-12.6, -12.1], "multiplicity": 2, "homo_lumo_gap_ha": [0.3856, 0.1112], "species": ["C", "O", "H", "H", "H", "H", "C", "O", "H", "H", "H", "H", "C", "O", "H", "H", "H", "H", "C", "O", "H", "H", "H", "H", "C", "O", "H", "H", "H", "H", "C", "O", "H", "H", "H", "H", "C", "O", "H", "H", "H", "H", "C", "O", "H", "H", "H", "H", "C", "O", "H", "H", "H", "H", "C", "O", "H", "H", "H", "H", "C", "O", "H", "H", "H", "H", "C", "O", "H", "H", "H", "H", "C", "O", "H", "H", "H", "H", "C", "O", "H", "H", "H", "H", "C", "O", "H", "H", "H", "H"], "coordinates": [[0.459, 0.318, -3.242], [1.622, 0.563, -2.488], [-0.037, 1.278, -3.096], [0.622, 0.111, -4.299], [0.024, -0.567, -2.779], [2.116, 1.274, -2.902], [-0.859, -1.124, 4.670], [-1.439, -1.509, 3.405], [-1.472, -0.306, 5.049], [-0.958, -1.916, 5.413], [0.160, -0.736, 4.658], [-1.123, -2.369, 3.119], [2.334, -3.185, -1.547], [1.470, -4.263, -1.889], [1.728, -2.284, -1.638], [2.788, -3.406, -0.581], [3.135, -3.225, -2.285], [0.588, -3.940, -2.085], [-3.913, -0.945, -3.452], [-2.704, -0.907, -2.708], [-3.810, -0.374, -4.375], [-4.251, -1.967, -3.626], [-4.683, -0.500, -2.822], [-2.651, -0.019, -2.349], [-0.258, -3.575, 1.067], [-0.243, -3.910, 2.457], [-1.128, -2.951, 0.862], [0.603, -3.006, 0.714], [-0.374, -4.440, 0.414], [0.246, -4.732, 2.545], [-2.002, -4.433, -2.699], [-1.136, -3.341, -2.381], [-2.502, -4.665, -1.759], [-2.700, -4.310, -3.528], [-1.368, -5.275, -2.976], [-1.587, -2.495, -2.419], [-2.508, 1.908, 3.907], [-2.576, 1.088, 2.814], [-1.460, 2.161, 4.069], [-3.050, 2.853, 3.875], [-2.810, 1.383, 4.813], [-2.265, 0.225, 3.097], [-4.680, 2.614, 0.654], [-3.263, 2.627, 0.608], [-4.991, 2.979, 1.632], [-5.164, 3.194, -0.131], [-5.057, 1.597, 0.550], [-3.048, 2.058, 1.350], [3.623, 2.902, 0.229], [3.205, 3.747, 1.267], [2.876, 2.141, 0.000], [3.761, 3.553, -0.635], [4.555, 2.407, 0.500], [2.925, 3.242, 2.034], [1.573, 1.526, 2.867], [2.661, 2.240, 3.441], [0.626, 2.065, 2.883], [1.897, 1.373, 1.837], [1.433, 0.625, 3.464], [2.451, 2.289, 4.377], [3.315, -1.332, 1.504], [4.220, -2.344, 1.893], [3.453, -0.541, 2.241], [3.583, -1.044, 0.488], [2.281, -1.660, 1.611], [4.519, -2.810, 1.109], [-2.774, 2.685, -2.887], [-2.816, 1.695, -1.922], [-3.764, 3.100, -3.076], [-2.059, 3.449, -2.579], [-2.363, 2.337, -3.835], [-2.838, 2.087, -1.046], [-0.547, -0.135, 0.089], [0.842, 0.004, -0.031], [-0.913, 0.879, 0.254], [-0.988, -0.510, -0.834], [-0.942, -0.766, 0.885], [1.124, 0.146, -0.938], [0.196, 3.684, -0.148], [-0.882, 4.099, 0.666], [0.008, 3.807, -1.214], [1.035, 4.372, -0.041], [0.623, 2.723, 0.137], [-1.687, 3.627, 0.442], [4.704, -0.349, -2.166], [5.536, -1.373, -1.636], [3.851, -0.203, -1.503], [5.071, 0.677, -2.163], [4.404, -0.554, -3.194], [6.399, -1.413, -2.055]], "atomic_forces_ev_per_a": [[-0.4, 0.6, 0.0], [1.6, -0.6, 0.5], [-1.4, -0.6, -0.5], [0.2, 0.0, 0.1], [-0.6, 0.3, -0.3], [0.2, 0.1, 0.2], [-0.9, -0.1, 0.1], [0.3, 1.1, 0.5], [0.0, 0.0, 0.0], [0.2, -0.1, -0.1], [0.2, -0.4, -0.5], [0.3, -0.5, 0.3], [-0.7, -1.3, -1.0], [0.4, -0.5, 0.5], [0.6, 0.5, 0.4], [-0.2, 0.5, 0.3], [0.2, 0.6, 0.0], [-0.4, 0.3, -0.2], [-0.5, 0.3, 0.6], [0.5, -1.0, -0.2], [-0.1, -0.2, -0.1], [0.4, 0.0, -0.2], [-0.3, 0.2, -0.2], [0.0, 0.7, 0.2], [-0.5, 0.0, -0.4], [0.1, 0.3, -0.7], [-0.2, 0.0, 0.2], [0.4, -0.1, 0.3], [0.1, -0.1, 0.2], [0.0, 0.0, 0.3], [0.4, -0.3, 0.8], [0.6, 0.0, -0.5], [-0.5, -0.4, -0.3], [0.0, 0.6, 0.1], [0.1, 0.0, 0.1], [-0.6, 0.3, -0.2], [1.1, 0.9, 2.3], [-0.8, -0.4, -1.8], [0.2, 0.4, 0.2], [-0.3, -0.3, -0.6], [-0.4, 0.1, 0.1], [0.0, -0.7, -0.4], [-1.0, -0.2, 0.3], [-0.1, 0.2, -0.7], [-0.2, 0.2, -0.1], [0.5, 0.2, 0.0], [0.0, -0.1, 0.0], [0.8, -0.5, 0.5], [0.1, 0.6, 0.4], [-0.2, 0.5, -0.6], [-0.2, -0.3, -0.2], [0.2, -0.3, -0.1], [0.2, -0.2, -0.2], [0.3, -0.1, 0.5], [0.3, -0.1, 0.1], [-0.5, 0.0, 0.4], [0.0, 0.4, -0.1], [-0.4, -0.6, 0.1], [0.0, -0.5, -0.6], [0.4, 0.4, 0.2], [1.0, -0.2, 0.4], [-0.2, -0.3, 0.2], [0.0, 0.4, -0.3], [-0.5, 0.5, 0.0], [-0.4, -0.2, -0.3], [0.1, -0.1, -0.1], [0.5, 1.1, -0.7], [0.3, -1.5, 0.1], [0.0, 0.2, 0.0], [-0.2, 0.5, 0.0], [-0.2, -0.5, 0.0], [-0.3, 0.2, 0.7], [-0.2, -0.6, -1.2], [-0.9, -0.8, 2.7], [-0.4, 0.6, 0.2], [0.0, 0.3, -0.2], [0.9, 0.2, 0.7], [0.7, 0.5, -2.1], [0.4, 1.2, 0.0], [0.8, 0.0, 0.0], [-0.5, -0.7, -0.3], [-0.1, 0.2, 0.6], [-0.2, -0.5, -0.2], [-0.3, -0.1, -0.1], [0.0, 0.3, 0.0], [-0.5, 0.4, 0.3], [-0.2, -0.8, -0.2], [1.1, 0.0, 0.0], [-0.3, -0.2, 0.1], [0.0, 0.3, -0.2]], "lowdin_spin": [0.0000, 0.0025, 0.0001, 0.0001, -0.0001, -0.0001, 0.0001, 0.0016, 0.0000, 0.0001, 0.0000, 0.0000, 0.0118, 0.0517, 0.0003, 0.0027, 0.0066, 0.0004, 0.0001, 0.0005, 0.0000, 0.0000, 0.0000, 0.0000, 0.0011, 0.0005, 0.0009, -0.0007, 0.0002, 0.0001, 0.0000, -0.0001, 0.0000, 0.0000, 0.0000, 0.0001, 0.0003, 0.0015, 0.0001, 0.0000, 0.0001, 0.0000, 0.0001, 0.0017, 0.0001, 0.0000, 0.0001, -0.0001, 0.0091, 0.0497, 0.0028, 0.0000, 0.0044, 0.0002, -0.0004, 0.0006, -0.0001, -0.0006, 0.0000, 0.0000, 0.0160, 0.0647, 0.0041, 0.0001, 0.0098, -0.0002, 0.0003, 0.0018, 0.0002, 0.0000, 0.0000, 0.0000, 0.0936, 0.5291, 0.0584, 0.0081, 0.0153, 0.0043, 0.0059, 0.0343, 0.0025, -0.0002, 0.0017, -0.0003, 0.0001, 0.0003, 0.0000, 0.0000, 0.0000, 0.0000]}



Result set for E_tot: -19298.3929; -17054.7269; -18118.5743; -9843.6752; -7449.4030; -47224.8240 eV, one per record in the order listed.